1.
Density functional theory data (ωB97M-V/def2-TZVPD) for 10 unconnected molecules or ions with the total composition C18H61N4O10.

```
93
Properties=species:S:1:pos:R:3:mulliken_charge:R:1
O -1.5651 -6.3164 -1.0363 -0.3961
H -1.3373 -7.0405 -0.4486 0.4460
H -1.5206 -6.6075 -1.9500 0.4602
H -0.9667 -5.5857 -0.8646 0.4356
O 2.6711 -4.2964 2.9483 -0.3840
H 3.5879 -4.0329 2.8397 0.4242
H 2.2042 -4.0825 2.1372 0.4001
H 2.2600 -3.8488 3.6914 0.4513
C 2.4314 -0.5669 -0.3755 -0.7785
C 1.3801 -1.4765 -1.0150 -0.2519
O 1.3775 -2.7795 -0.5209 -0.9166
H 2.5885 -0.7285 0.6909 0.1247
H 2.0379 0.4395 -0.5190 0.3001
H 3.3929 -0.8325 -0.8149 0.2522
H 1.5535 -1.4014 -2.0885 0.1888
H 0.4332 -1.0017 -0.7577 0.2094
C -1.8116 2.3739 2.8344 -1.2756
C -3.3403 2.2550 2.4783 0.3056
C -3.7505 2.3717 1.0125 -0.6078
O -5.1730 2.7669 1.0137 -0.3238
C -5.6357 2.8362 -0.3275 -0.6561
N -3.7746 1.0020 3.0935 -0.6660
H -1.4022 1.4803 2.3633 0.2682
H -1.5631 2.2813 3.8917 0.3483
H -1.4225 3.3063 2.4254 0.3705
H -3.7497 3.0783 3.0637 0.2454
H -3.6367 1.4586 0.4282 0.2439
H -3.1605 3.1087 0.4677 0.4040
H -4.9788 3.5137 -0.8731 0.3297
H -6.6901 3.0871 -0.4426 0.2759
H -5.4018 1.9122 -0.8562 0.2031
H -4.6378 0.6579 2.6976 0.2788
H -3.0393 0.3689 2.8131 0.2626
C -6.1308 -3.4585 -0.3271 -1.2823
C -6.8439 -2.4637 -1.2655 0.5748
C -6.1872 -2.4150 -2.6361 -0.8387
O -4.7456 -2.1919 -2.6271 -0.2322
C -4.0521 -2.6347 -3.8240 -0.8066
N -8.2425 -2.8479 -1.4225 -0.7367
H -6.6495 -3.6114 0.6192 0.4119
H -5.1339 -3.0290 -0.2269 0.2681
H -6.0617 -4.3700 -0.9207 0.3059
H -6.7908 -1.4976 -0.7637 0.2373
H -6.6916 -1.6996 -3.2856 0.3299
H -6.3369 -3.3729 -3.1342 0.3963
H -2.9992 -2.3540 -3.8515 0.2619
H -4.4776 -2.1002 -4.6733 0.3248
H -4.1501 -3.7022 -4.0217 0.2974
H -8.8690 -2.2024 -1.8817 0.2325
H -8.6198 -2.9934 -0.4969 0.2492
C 1.8602 5.7045 -4.5553 -1.3971
C 1.8507 4.1982 -4.1373 0.5196
C 1.5570 3.2116 -5.3122 -0.7519
O 0.2558 3.3239 -5.8517 -0.3563
C -0.8046 2.8775 -5.0199 -0.6697
N 3.1219 3.8718 -3.5452 -0.7050
H 2.2850 6.4728 -3.9093 0.3909
H 0.8055 5.9328 -4.7093 0.3442
H 2.2348 5.9099 -5.5581 0.3485
H 1.2259 4.0455 -3.2573 0.2611
H 1.8105 2.1908 -5.0263 0.4025
H 2.2514 3.4401 -6.1207 0.3535
H -0.9367 3.5705 -4.1891 0.2706
H -0.6022 1.8376 -4.7635 0.2954
H -1.6707 2.9309 -5.6795 0.2399
H 3.2266 2.8827 -3.3694 0.2000
H 3.7863 4.1255 -4.2624 0.2608
C 3.5262 0.4834 7.0443 -1.4029
C 3.6220 -0.3337 5.7810 0.1657
C 4.9731 -0.0961 4.9988 -0.6110
O 5.0382 1.1999 4.3471 -0.3547
C 6.1147 1.1370 3.3802 -0.6581
N 3.4222 -1.6925 6.1512 -0.6459
H 4.0139 1.4292 6.8085 0.3261
H 4.2237 0.0723 7.7740 0.3959
H 2.5262 0.6155 7.4574 0.3967
H 2.8553 0.0517 5.1090 0.3407
H 4.9514 -0.8380 4.2006 0.3262
H 5.7906 -0.3251 5.6824 0.2893
H 6.3062 2.0659 2.8430 0.2995
H 5.6553 0.5562 2.5804 0.2258
H 6.9763 0.6042 3.7825 0.3040
H 4.1654 -1.8037 6.8260 0.3162
H 2.5613 -1.6806 6.6792 0.3110
O 4.0756 5.1192 1.0388 -0.6367
H 3.9865 4.2929 1.5136 0.3035
H 4.1264 4.8627 0.1180 0.3263
O 6.4238 -4.0414 0.9292 -0.6459
H 6.3305 -3.8616 -0.0064 0.3311
H 7.0667 -4.7491 0.9747 0.3201
O 5.2172 -3.6113 -3.2294 -0.6382
H 5.0555 -3.0140 -3.9597 0.3107
H 4.3602 -3.7260 -2.8189 0.3314
```

HOMO-LUMO gap: 3.99 eV
HOMO energy: -0.3225 hartree
energy above the lowest of the compared OMol25 structures with the same formula, charge and spin: 144.1 kcal per mole
total charge: +1
E_tot: -1693.1497 hartree
max |F|: 0.05412 Eh/bohr
E_LUMO: -4.79 eV

=====

2.
Density functional theory data (ωB97M-V/def2-TZVPD) for 10 unconnected molecules or ions with the total composition C18H61N4O10.

```
93
Properties=species:S:1:pos:R:3:mulliken_charge:R:1
O 1.1847 19.6333 -1.7778 -0.1874
H 0.3496 20.0875 -1.6446 0.1252
H 1.5053 19.3586 -0.9156 0.5121
H 1.7211 20.3371 -2.1500 0.5543
O -2.8029 23.0327 -2.4088 -0.3616
H -2.3965 23.8456 -2.7181 0.4485
H -2.2287 22.5853 -1.7829 0.1054
H -3.6303 23.2274 -1.9627 0.4503
C -2.0553 22.2652 0.8054 -1.1859
C -0.9278 21.5986 -0.0260 0.5344
O -1.2983 21.0017 -1.1954 -0.6019
H -1.8588 22.6359 1.8115 0.2839
H -2.9602 21.6664 0.9084 0.1478
H -2.4178 23.1339 0.2558 0.2456
H -0.5599 20.8730 0.6994 0.1632
H -0.1533 22.3604 -0.1143 -0.0858
C -1.7146 21.4068 -5.9499 -1.2473
C -0.3455 20.7611 -5.7257 0.2757
C 0.8170 21.5792 -6.2729 -1.0138
O 0.7806 23.0155 -6.1071 -0.2757
C 1.6082 23.5909 -7.0523 -0.7886
N -0.2571 20.7146 -4.3023 0.1095
H -1.8976 21.6926 -6.9857 0.3845
H -2.0624 22.2906 -5.4151 0.3153
H -2.4794 20.6435 -5.8071 0.4115
H -0.3382 19.7641 -6.1662 0.3781
H 0.6970 21.3181 -7.3243 0.5155
H 1.7468 21.1437 -5.9071 0.4674
H 1.4678 24.6707 -7.1020 0.2739
H 1.6475 23.1262 -8.0375 0.3392
H 2.6638 23.3722 -6.8915 0.3591
H 0.0231 21.6521 -4.0520 0.3760
H -1.1095 20.4521 -3.8284 0.1067
C 0.5061 28.6562 4.1157 -1.3454
C 0.9581 27.1874 4.0743 0.3682
C 0.5954 26.4642 2.7217 -0.7481
O -0.8346 26.2795 2.5793 -0.2525
C -1.3413 25.9987 1.2869 -0.5716
N 2.4256 27.2659 4.2725 -0.7314
H 0.8736 29.3029 4.9125 0.4418
H -0.5732 28.6902 4.2644 0.2914
H 0.5224 29.0799 3.1116 0.3040
H 0.5998 26.5771 4.9033 0.2784
H 1.0054 25.4557 2.6668 0.2912
H 1.0361 27.0970 1.9514 0.4503
H -1.1369 26.8871 0.6894 0.3736
H -2.4160 25.8880 1.4317 0.2131
H -0.8600 25.1077 0.8836 0.0515
H 2.7489 27.7822 3.4669 0.2909
H 2.4899 27.8119 5.1198 0.2867
C 2.1101 16.7378 -0.1044 -1.3505
C 1.0459 17.5814 0.7292 0.1797
C 0.9235 17.0987 2.2056 -0.8090
O 0.4324 18.0442 3.1382 -0.3634
C -0.9073 18.4235 2.9251 -0.3735
N 1.5853 18.9060 0.6374 -0.4639
H 2.0422 16.9100 -1.1786 0.3397
H 1.9684 15.6699 0.0618 0.3924
H 3.0999 17.0494 0.2291 0.4124
H 0.0666 17.4548 0.2676 0.1970
H 1.9436 16.8644 2.5098 0.3631
H 0.3273 16.1866 2.1788 0.4209
H -1.4878 17.5042 2.8483 0.3648
H -1.0769 18.9497 1.9857 -0.0575
H -1.3384 18.9387 3.7834 0.2801
H 1.1248 19.5486 1.2659 0.1141
H 2.5581 18.8643 0.9058 0.3192
C -6.8648 23.7150 2.5926 -1.3519
C -6.3633 23.8405 4.0662 0.3398
C -4.9321 23.2602 4.3224 -0.6599
O -3.9678 24.3223 4.1543 -0.2970
C -2.6829 24.0783 4.5776 -0.4070
N -6.4556 25.1670 4.6478 -0.7298
H -7.7246 24.3330 2.3341 0.3821
H -7.1576 22.6938 2.3487 0.3516
H -6.0137 24.0562 2.0033 0.2676
H -6.9909 23.1013 4.5640 0.2801
H -4.7106 22.5784 3.5013 0.2206
H -4.8908 22.8705 5.3395 0.4417
H -2.3691 23.3484 3.8314 0.1059
H -2.7348 23.7093 5.6019 0.4325
H -1.9685 24.8940 4.4666 -0.0140
H -5.5629 25.3203 5.0946 0.3418
H -6.4426 25.7440 3.8189 0.3196
O 2.5196 22.0502 0.7205 -0.6262
H 1.7803 22.3447 0.1886 0.3207
H 2.1489 21.9148 1.5925 0.3260
O -4.9072 20.5839 -1.2123 -0.6880
H -4.2515 20.5959 -0.5151 0.3263
H -5.6293 21.1119 -0.8718 0.3272
O -3.1310 19.8037 -3.1296 -0.6539
H -2.4304 19.9140 -2.4867 0.1499
H -3.9361 19.8195 -2.6122 0.4016
```

HOMO-LUMO gap (spin up / spin down): 5.96 / 1.53 eV
HOMO energy (spin up / spin down): -0.4535 / -0.4535 hartree
total charge: +2
E_tot: -1692.9022 hartree
multiplicity: 2
max |F|: 0.09556 Eh/bohr
E_LUMO (spin up / spin down): -6.38 / -10.81 eV

=====

3.
Density functional theory data (ωB97M-V/def2-TZVPD) for 12 unconnected molecules or ions with the total composition C18H62N22O12.

```
114
Properties=species:S:1:pos:R:3:mulliken_charge:R:1
C 15.9513 23.8811 7.7457 -0.4624
O 17.2419 24.5949 7.7263 -0.4201
C 17.8123 24.3526 6.4272 0.3066
C 19.1714 25.0017 6.3938 0.9664
C 19.2041 26.5569 6.5444 -1.7033
N 19.9338 24.6740 5.2280 -0.7343
H 15.4964 23.7755 8.7306 0.4018
H 16.1137 22.8239 7.5358 -0.1106
H 15.1701 24.2067 7.0588 0.3348
H 17.8647 23.3017 6.1427 -0.3130
H 17.2370 24.8111 5.6229 0.3446
H 19.8454 24.6957 7.1939 -0.1882
H 18.6703 27.0817 5.7520 0.3825
H 20.2083 26.9311 6.3452 0.4142
H 18.7725 26.8374 7.5052 0.3218
H 20.8832 24.8173 5.5412 0.3528
H 19.8182 23.7024 4.9776 0.1507
C 17.1680 18.2559 1.8832 -0.6494
O 18.5318 17.7962 1.8713 -0.4806
C 18.7792 16.6735 2.6544 -1.1311
C 20.3322 16.6564 2.8510 0.5896
C 20.8435 15.3348 3.4661 -1.7120
N 20.6922 17.8075 3.6932 0.0891
H 16.5230 17.4872 1.4575 0.4284
H 16.9909 19.1248 1.2493 0.3030
H 16.8500 18.4710 2.9034 0.0085
H 18.2346 16.5676 3.5927 0.4620
H 18.5502 15.7279 2.1631 0.4997
H 20.7832 16.6604 1.8587 0.3316
H 20.5232 14.4878 2.8593 0.4684
H 20.4434 15.1117 4.4552 0.2991
H 21.9312 15.3016 3.5274 0.4024
H 20.1979 18.6414 3.4095 -0.4773
H 21.6338 18.1380 3.5373 0.1986
N 18.3150 21.7953 9.4524 -0.3611
C 18.7650 20.7385 8.7604 0.1206
N 17.9004 19.7738 8.7183 -0.1635
O 19.8806 20.6601 8.2309 -0.2489
H 18.9108 22.6057 9.5436 0.2526
H 17.3568 21.6942 9.7553 0.1724
H 17.3531 19.9635 9.5457 0.1714
H 18.3797 18.9119 8.5003 -0.0633
N 22.0389 19.0079 9.0811 -0.3347
C 23.0404 19.2907 8.2879 0.5437
N 24.0110 19.7889 8.9956 -0.2501
O 22.8601 19.3580 7.1117 -0.6464
H 21.1283 18.8215 8.6860 0.0150
H 22.2371 18.7837 10.0458 0.1910
H 24.8800 20.1098 8.5932 0.1754
H 23.9851 19.5381 9.9736 0.1476
N 23.7768 20.8816 0.5408 -0.4993
C 23.4030 21.5905 1.5762 0.6353
N 22.6324 22.5369 1.1826 -0.3843
O 23.6169 21.2824 2.7532 -0.8304
H 24.1291 19.9450 0.6776 0.2427
H 23.3900 21.0946 -0.3676 0.1458
H 22.1979 23.1589 1.8493 0.2440
H 22.7829 22.7600 0.2091 0.1619
N 22.1300 22.1259 9.8052 -0.0847
C 22.5145 23.1682 9.1062 0.4226
N 22.0549 23.0010 7.8722 0.1906
O 23.2224 24.0865 9.5466 -0.7681
H 21.6778 21.2938 9.4540 0.0619
H 22.3617 22.1392 10.7882 0.1937
H 22.2906 23.7449 7.2310 0.1584
H 21.4146 22.2573 7.6331 -0.1719
N 19.3796 20.7879 5.5428 3.0100
C 20.2198 21.0232 4.6159 -0.8462
N 21.3942 20.6406 4.9201 1.7874
O 19.9443 21.5491 3.5671 -0.4694
H 19.6568 20.5459 6.4834 -0.8802
H 18.3945 20.9606 5.4019 -0.8377
H 21.4849 20.2476 5.8461 -0.7590
H 22.2354 20.7661 4.3755 -0.0819
N 18.4347 17.4488 6.1745 0.2300
C 19.2474 17.0426 7.0994 0.2004
N 20.4719 17.1068 6.7700 0.0340
O 18.8985 16.7321 8.1832 -0.7498
H 18.8307 17.7687 5.3022 -0.2638
H 17.4355 17.3843 6.3067 0.1505
H 20.7645 17.4396 5.8624 0.0141
H 21.0620 16.6806 7.4702 0.2679
N 14.9066 19.0800 5.1409 -0.0648
C 14.2944 18.8863 6.2458 0.5263
N 14.9801 19.3206 7.2448 -0.2561
O 13.1861 18.3844 6.2971 -0.7467
H 15.8408 19.4579 5.0745 -0.2136
H 14.4288 18.7322 4.3219 0.1765
H 15.7947 19.8817 7.0409 0.1652
H 14.4274 19.4948 8.0720 0.2468
N 19.3163 20.2811 1.3054 0.1325
C 18.9878 21.2185 0.4359 0.4694
N 19.4986 22.3507 0.7890 -0.2477
O 18.1713 21.1479 -0.4622 -0.7691
H 19.0945 19.3063 1.1611 0.4339
H 19.8410 20.6446 2.0881 0.1874
H 20.1086 22.3513 1.5940 0.0540
H 19.1387 23.2037 0.3854 0.2259
N 24.6029 20.8425 5.2943 0.1330
C 25.8917 20.8463 5.5783 0.6563
N 26.4460 21.0091 4.5006 -0.2705
O 26.4837 20.7518 6.6014 -0.7163
H 24.3691 21.1681 4.3672 0.2674
H 23.9613 20.6035 6.0368 -0.1238
H 27.4503 20.9214 4.4393 0.2149
H 25.9260 21.3506 3.7050 0.1137
N 17.4300 22.4859 3.3675 -0.0568
C 16.5486 21.8557 4.1003 0.3666
N 15.3528 21.9897 3.6213 -0.4742
O 16.7643 21.3962 5.1951 -0.8249
H 18.4109 22.3893 3.5880 -0.1801
H 17.1191 22.8298 2.4702 0.1963
H 15.2437 22.3151 2.6714 0.1603
H 14.6124 21.4281 4.0168 0.2973
```

SMILES: COC[C@H](C)N.COC[C@H](C)N.NC(N)=O.NC(N)=O.NC(N)=O.NC(N)=O.NC(N)=O.NC(N)=O.NC(N)=O.NC(N)=O.NC(N)=O.NC(N)=O
HOMO-LUMO gap: 9.08 eV
HOMO energy: -0.3301 hartree
energy above the lowest of the compared OMol25 structures with the same formula, charge and spin: 124.5 kcal per mole
total charge: 0
E_tot: -2830.7782 hartree
max |F|: 0.23253 Eh/bohr
E_LUMO: 0.10 eV

=====

4.
Density functional theory data (ωB97M-V/def2-TZVPD) for 13 unconnected molecules or ions with the total composition C18H62N6O13.

```
99
Properties=species:S:1:pos:R:3:mulliken_charge:R:1
C 3.8438 2.5426 -4.0407 -1.3822
C 2.9400 1.4134 -3.5771 0.9524
O 3.5054 0.1404 -3.5136 -0.6502
H 3.1810 3.4410 -4.0711 0.3053
H 4.2757 2.3266 -5.0329 0.3517
H 4.6240 2.6427 -3.2956 0.3696
H 2.0321 1.3568 -4.2455 0.2324
H 2.4803 1.6410 -2.6523 -0.5654
H 2.9269 -0.4845 -3.0899 0.4010
C -0.8705 -0.7058 4.8749 -0.7463
C -0.2397 -1.9190 5.5185 -0.3031
O 0.9461 -1.3955 6.0081 -0.5470
H -1.8060 -1.0870 4.4955 0.1030
H -0.2703 -0.2332 4.1415 0.0788
H -1.0821 -0.1157 5.7321 0.4895
H 0.0054 -2.7022 4.8364 0.1557
H -0.6589 -2.4397 6.3862 0.4731
H 1.5580 -2.1057 6.2662 0.3031
C 2.6882 -3.0154 2.9281 -1.2897
C 1.3717 -2.4208 2.2914 0.5297
O 1.4827 -1.9726 0.9829 -0.0774
H 2.5336 -4.1179 2.8696 0.4495
H 2.9068 -2.8394 3.9886 0.1901
H 3.5316 -2.6611 2.2784 0.3095
H 1.0966 -1.5190 2.8376 -0.2208
H 0.5000 -3.0850 2.4513 -0.3281
H 1.5105 -2.8018 0.4994 0.2118
C -1.2476 -0.2324 -0.5642 -0.4874
C -0.2240 0.5547 0.2978 -0.9336
O 1.1188 0.5535 -0.2605 2.7433
H -0.8107 -1.2510 -0.3155 -0.2933
H -1.2804 0.0096 -1.5748 0.9425
H -2.2542 0.0907 -0.1988 -0.2758
H -0.1569 0.1642 1.2947 -0.0283
H -0.5935 1.5565 0.3604 0.9243
H 1.7407 0.9883 0.3064 -1.5232
C 0.4394 -3.0997 -2.5698 -0.9739
C 1.4546 -2.0902 -2.9124 -0.5041
O 2.1189 -1.5452 -1.7773 -0.8418
H 0.8502 -3.7847 -1.8044 0.1831
H 0.1830 -3.6417 -3.4547 0.5497
H -0.4476 -2.5571 -2.2010 -0.0844
H 1.0397 -1.2347 -3.5069 0.1784
H 2.0515 -2.5202 -3.6092 0.6862
H 1.4695 -1.0702 -1.2141 -0.2645
C -4.1359 1.1494 -2.2306 0.4477
O -4.5972 1.8957 -1.1374 -0.7663
N -3.2346 1.6670 -3.0115 -0.2378
N -4.6818 0.0375 -2.5903 -0.3387
H -2.7702 2.5801 -2.6179 -0.0392
H -2.6819 1.2330 -3.7225 0.2635
H -5.5332 -0.2824 -1.9806 0.3224
H -4.3765 -0.4431 -3.4394 0.2307
C 4.2530 0.1307 1.0259 0.5582
O 5.5194 0.3530 1.5418 -0.7810
N 4.0178 0.0116 -0.2483 -0.0499
N 3.1453 0.1338 1.7810 0.2615
H 4.8274 -0.0990 -0.8719 0.2134
H 3.1447 -0.2945 -0.5508 0.1414
H 3.2960 -0.0141 2.8300 0.3498
H 2.4069 -0.4697 1.4132 -0.5187
C 2.5677 3.3617 0.4769 0.3694
O 1.8744 4.6102 0.2042 -0.7643
N 2.2901 2.6605 1.5165 -0.2694
N 3.4061 2.8320 -0.4008 -0.0704
H 1.5412 2.8922 2.2611 0.2908
H 2.7396 1.7324 1.5636 0.2809
H 3.6579 3.4474 -1.2357 0.2371
H 3.6901 1.8566 -0.3361 0.0284
C -2.1012 4.1129 -0.6254 -0.2900
O -2.3514 4.2574 -2.0023 -0.4835
H -0.9741 4.0642 -0.4183 0.0343
H -2.5012 3.1185 -0.5327 0.0132
H -2.4583 4.7549 0.1045 0.5068
H -2.9232 5.1066 -2.0497 0.2913
C -3.4456 -2.5196 -1.0901 -0.4075
O -4.5800 -2.9963 -1.8013 -0.5624
H -2.6865 -2.3526 -1.8243 0.3083
H -2.9303 -3.1693 -0.3999 0.2173
H -3.6651 -1.5602 -0.6615 0.1472
H -4.7798 -2.4646 -2.5084 0.3125
C -0.1161 2.3131 -2.6260 1.1167
O -0.4920 2.8722 -3.9428 -0.6333
H 0.0719 1.2317 -2.6490 -0.4150
H -0.9690 2.2763 -1.9829 -1.1282
H 0.6365 2.8227 -2.0582 0.4760
H -1.2077 3.4434 -3.7736 0.4796
C -2.2197 -3.0175 2.2013 -0.4974
O -1.8047 -4.1770 1.5713 -0.5894
H -1.9066 -3.0544 3.2851 0.2724
H -3.2635 -2.8235 2.2756 0.5065
H -1.8609 -2.2073 1.6125 0.0253
H -0.9052 -4.2735 1.8370 0.3786
C -3.3235 0.5137 2.4938 -0.3538
O -3.5966 1.7409 3.0289 -0.5527
H -4.1108 0.3478 1.7062 0.3538
H -3.5133 -0.3071 3.2054 0.3246
H -2.3294 0.4317 2.0367 -0.1326
H -4.5229 1.7593 3.1840 0.3289
```

HOMO-LUMO gap: 8.42 eV
HOMO energy: -0.3143 hartree
energy above the lowest of the compared OMol25 structures with the same formula, charge and spin: 65.4 kcal per mole
total charge: 0
E_tot: -2029.3743 hartree
max |F|: 0.19330 Eh/bohr
E_LUMO: -0.13 eV